(w)
Here is the molecule C2H8N6 from the Open Molecules 2025 dataset. Energies are from the ωB97M-V functional and the def2-TZVPD basis.

Computed properties:
- SMILES = [H]/N=C(/NN)N/C=N/N
- orbital gap (eV) = 9.786
- E_LUMO (eV) = 0.809

```
! RIJCOSX wB97M-V def2-TZVPD def2/J DEFGRID3
* xyz 0 1
C 0.12 0.30 0.83
C -0.75 -0.98 -1.07
H 0.61 2.33 2.02
H 1.44 1.28 3.05
H -1.05 0.51 2.32
H 1.13 0.50 -0.69
H -1.26 -1.16 0.90
H -1.33 -1.86 -1.26
H -0.15 -0.36 -3.88
H 0.70 -1.78 -3.38
N 0.48 1.56 2.78
N -0.09 0.44 2.14
N 1.12 0.85 0.25
N -0.87 -0.55 0.23
N 0.05 -0.48 -1.93
N -0.17 -1.17 -3.14
*
```

(x)
Here is the molecule C2H8N6 from the Open Molecules 2025 dataset. Energies are from the ωB97M-V functional and the def2-TZVPD basis.

Computed properties:
- SMILES = C=NN/C(=N\N)NN
- orbital gap (eV) = 8.186
- E_LUMO (eV) = 0.676

```
! RIJCOSX wB97M-V def2-TZVPD def2/J DEFGRID3
* xyz 0 1
C 0.51 0.18 0.37
C -2.11 -0.11 -1.91
H 2.24 1.24 2.28
H 2.66 0.44 1.02
H 1.27 1.77 -0.48
H -1.17 1.54 0.60
H -3.20 0.62 -2.06
H -2.24 -1.29 -2.47
H -0.62 -1.80 -0.34
H 0.17 -2.89 0.75
N 2.40 1.34 1.27
N 1.24 1.34 0.57
N -0.75 0.65 0.14
N -1.10 -0.15 -1.07
N 0.79 -0.97 0.71
N -0.08 -1.93 0.62
*
```

Structures ranked by computed energy, the most stable listed first: (w), (x).

(w)
Here is a cluster of 6 separate species, C6H24N12O6 in total from the Open Molecules 2025 dataset. Energies are from the ωB97M-V functional and the def2-TZVPD basis.

Computed properties:
- SMILES = NC(N)=O.NC(N)=O.NC(N)=O.NC(N)=O.NC(N)=O.NC(N)=O
- orbital gap (eV) = 10.006
- E_LUMO (eV) = 0.499

```
! RIJCOSX wB97M-V def2-TZVPD def2/J DEFGRID3
* xyz 0 1
C 5.09 -11.03 -9.79
O 4.28 -10.54 -8.96
N 5.26 -12.41 -9.77
N 5.73 -10.33 -10.73
H 4.85 -12.87 -8.98
H 5.83 -12.96 -10.37
H 5.49 -9.38 -10.86
H 6.09 -10.95 -11.46
C 4.85 -14.17 -12.34
O 5.97 -13.77 -12.51
N 3.76 -13.73 -13.00
N 4.68 -15.30 -11.46
H 2.85 -14.13 -12.80
H 3.54 -12.78 -13.13
H 5.50 -15.72 -11.08
H 3.76 -15.49 -11.19
C 0.07 -13.87 -13.81
O 0.93 -13.22 -13.27
N 0.12 -14.24 -15.14
N -1.12 -14.18 -13.28
H 0.74 -13.61 -15.63
H -0.72 -14.30 -15.64
H -1.17 -14.32 -12.28
H -1.74 -14.84 -13.75
C 0.69 -9.66 -8.59
O 0.56 -10.25 -9.67
N 1.96 -9.58 -8.06
N -0.35 -9.02 -8.02
H 2.78 -9.85 -8.59
H 1.95 -9.02 -7.20
H -0.25 -8.36 -7.31
H -1.28 -9.27 -8.25
C 1.91 -13.48 -10.17
O 1.74 -14.62 -10.65
N 2.03 -12.24 -10.87
N 2.22 -13.39 -8.77
H 1.45 -12.34 -11.67
H 1.71 -11.44 -10.25
H 2.37 -14.32 -8.30
H 2.67 -12.56 -8.41
C -2.36 -11.80 -8.42
O -3.46 -12.14 -7.93
N -2.33 -10.74 -9.29
N -1.18 -12.42 -8.03
H -3.25 -10.42 -9.44
H -1.58 -10.86 -10.02
H -0.32 -12.25 -8.45
H -1.41 -13.22 -7.45
*
```

(x)
Here is a cluster of 6 separate species, C6H24N12O6 in total from the Open Molecules 2025 dataset. Energies are from the ωB97M-V functional and the def2-TZVPD basis.

Computed properties:
- SMILES = NC(N)=O.NC(N)=O.NC(N)=O.NC(N)=O.NC(N)=O.NC(N)=O
- orbital gap (eV) = 9.297
- E_LUMO (eV) = -0.098

```
! RIJCOSX wB97M-V def2-TZVPD def2/J DEFGRID3
* xyz 0 1
C 0.38 -0.59 1.39
O -0.22 0.14 2.18
N 1.48 -0.25 0.69
N -0.04 -1.71 0.88
H 1.98 0.63 0.70
H 1.82 -1.07 0.21
H 0.47 -2.05 0.08
H -0.93 -2.02 1.24
C -3.29 -1.85 -3.45
O -4.35 -1.51 -3.87
N -2.28 -1.21 -3.16
N -3.02 -3.17 -3.35
H -2.26 -0.20 -3.22
H -1.52 -1.71 -2.73
H -3.75 -3.83 -3.57
H -2.12 -3.46 -2.98
C 2.57 -1.95 -3.55
O 1.75 -2.64 -2.99
N 3.79 -2.32 -3.79
N 2.34 -0.76 -4.03
H 3.99 -3.27 -3.52
H 4.21 -1.97 -4.64
H 1.42 -0.43 -3.78
H 3.10 -0.33 -4.55
C -1.08 4.29 6.66
O -2.13 3.89 7.18
N -0.57 5.40 6.82
N -0.33 3.64 5.79
H -1.05 5.95 7.53
H 0.16 5.73 6.21
H -0.75 2.74 5.61
H 0.56 3.96 5.45
C -4.66 -3.59 2.27
O -5.12 -2.80 1.53
N -4.88 -4.89 2.21
N -3.91 -3.30 3.24
H -5.59 -5.22 1.57
H -4.34 -5.57 2.73
H -3.68 -2.33 3.42
H -3.78 -4.05 3.91
C 4.05 4.39 -3.03
O 3.21 4.93 -3.67
N 4.18 4.47 -1.70
N 4.96 3.71 -3.60
H 4.97 4.07 -1.22
H 3.41 4.97 -1.27
H 5.01 3.76 -4.61
H 5.84 3.39 -3.23
*
```

Structures ranked by computed energy, the most stable listed first: (w), (x).

(w)
Here is a cluster of 2 separate species, C2H5O2 in total from the Open Molecules 2025 dataset. Energies are from the ωB97M-V functional and the def2-TZVPD basis.

Computed properties:
- orbital gap (eV) = 5.714
- E_LUMO (eV) = 3.642

```
! RIJCOSX wB97M-V def2-TZVPD def2/J DEFGRID3
* xyz -1 1
O -0.74 -1.16 -2.31
H -1.00 -1.58 -1.47
C -0.28 -0.39 0.68
C 0.51 0.55 0.14
O 1.31 1.30 1.02
H -1.16 -0.64 0.00
H 0.09 -1.19 1.32
H 0.41 1.12 -0.80
H 0.85 1.99 1.42
*
```

(x)
Here is a cluster of 2 separate species, C2H5O2 in total from the Open Molecules 2025 dataset. Energies are from the ωB97M-V functional and the def2-TZVPD basis.

Computed properties:
- orbital gap (eV) = 6.877
- E_LUMO (eV) = 4.417

```
! RIJCOSX wB97M-V def2-TZVPD def2/J DEFGRID3
* xyz -1 1
O -1.40 -2.19 -0.96
H -2.04 -2.38 -0.29
O 0.00 -0.15 0.36
C 0.46 0.98 0.70
C 1.33 1.84 0.07
H -0.06 1.50 1.54
H 1.96 1.56 -0.77
H 1.32 2.92 0.23
H -1.01 -1.40 -0.53
*
```

(y)
Here is a cluster of 2 separate species, C2H5O2 in total from the Open Molecules 2025 dataset. Energies are from the ωB97M-V functional and the def2-TZVPD basis.

Computed properties:
- orbital gap (eV) = 7.186
- E_LUMO (eV) = 4.776

```
! RIJCOSX wB97M-V def2-TZVPD def2/J DEFGRID3
* xyz -1 1
O -0.60 0.64 2.18
H 0.26 0.97 2.48
O 0.72 1.13 -0.34
C 0.63 -0.01 -0.92
C -0.45 -0.86 -0.99
H 1.57 -0.32 -1.42
H -1.42 -0.42 -0.76
H -0.24 -1.83 -1.43
H -0.46 0.69 1.20
*
```

Structures ranked by computed energy, the most stable listed first: (y), (x), (w).

(w)
Here is the molecule H4NPS from the Open Molecules 2025 dataset. Energies are from the ωB97M-V functional and the def2-TZVPD basis.

Computed properties:
- SMILES = NPS
- orbital gap (eV) = 10.127
- E_LUMO (eV) = 0.816

```
! RIJCOSX wB97M-V def2-TZVPD def2/J DEFGRID3
* xyz 0 1
N -0.83 -0.09 -0.49
P 0.87 -0.20 -0.44
S 1.27 0.64 1.56
H -1.16 0.75 -0.99
H -1.13 -0.05 0.50
H 0.90 -1.36 0.28
H 2.35 1.53 1.55
*
```

(x)
Here is a cluster of 2 separate species, H4NPS in total from the Open Molecules 2025 dataset. Energies are from the ωB97M-V functional and the def2-TZVPD basis.

Computed properties:
- SMILES = N=S.P
- orbital gap (spin up / spin down) (eV) = 7.422 / 7.422
- E_LUMO (spin up / spin down) (eV) = -1.150 / -1.157

```
! RIJCOSX wB97M-V def2-TZVPD def2/J DEFGRID3
* xyz 0 1
N 0.20 1.31 -1.34
P 0.45 -1.06 1.06
S -0.46 0.54 -2.48
H 0.00 -0.04 2.11
H 0.62 2.26 -1.35
H -0.12 -2.10 1.75
H -0.70 -0.91 0.26
*
```

Structures ranked by computed energy, the most stable listed first: (w), (x).

(w)
Here is a structure of composition C3H5NSe from the Open Molecules 2025 dataset. Energies are from the ωB97M-V functional and the def2-TZVPD basis.

Computed properties:
- orbital gap (eV) = 9.337
- E_LUMO (eV) = 0.338

```
! RIJCOSX wB97M-V def2-TZVPD def2/J DEFGRID3
* xyz 0 1
C 2.04 0.59 -0.23
C -0.74 -0.59 -0.75
C 1.02 1.04 0.65
N 3.08 0.42 -0.70
Se -0.67 1.22 -0.21
H -1.82 -0.63 -0.92
H -0.14 -0.89 -1.72
H -0.47 -1.22 -0.01
H 1.06 0.36 1.47
H 1.15 2.24 1.32
*
```

(x)
Here is the molecule C3H5NSe from the Open Molecules 2025 dataset. Energies are from the ωB97M-V functional and the def2-TZVPD basis.

Computed properties:
- SMILES = C[Se]CC#N
- orbital gap (eV) = 9.395
- E_LUMO (eV) = 0.394

```
! RIJCOSX wB97M-V def2-TZVPD def2/J DEFGRID3
* xyz 0 1
C 1.94 0.52 0.27
C -1.38 -1.05 0.34
C 0.65 0.91 -0.69
N 2.68 0.28 1.13
Se -1.00 0.89 0.38
H -2.45 -0.91 0.23
H -0.82 -1.70 -0.41
H -1.28 -1.32 1.39
H 0.81 1.94 -0.99
H 0.85 0.42 -1.65
*
```

Structures ranked by computed energy, the most stable listed first: (x), (w).

(w)
Here is the ion C8H9N2O2 with charge -1 from the Open Molecules 2025 dataset. Energies are from the ωB97M-V functional and the def2-TZVPD basis.

Computed properties:
- orbital gap (eV) = 7.240
- E_LUMO (eV) = 3.806

```
! RIJCOSX wB97M-V def2-TZVPD def2/J DEFGRID3
* xyz -1 1
C 0.61 -0.57 1.57
C -1.69 -1.32 0.13
C 0.03 0.22 0.38
C -1.26 0.90 0.33
C 2.06 -0.79 1.17
C 1.16 0.59 -0.62
C 2.24 -0.40 -0.26
C -3.62 0.51 0.43
N -0.35 -1.23 0.30
N -2.26 -0.01 0.33
O -2.44 -2.21 -0.25
O -1.46 2.12 0.24
H 2.61 -0.13 1.76
H 2.52 -1.76 1.57
H 0.62 0.49 -1.71
H 1.42 1.69 -0.64
H 3.25 -0.12 -0.55
H 2.31 -1.28 -0.95
H -4.17 0.06 -0.35
H -3.90 0.31 1.52
H -3.39 1.66 0.21
*
```

(x)
Here is the ion C8H9N2O2 with charge -1 from the Open Molecules 2025 dataset. Energies are from the ωB97M-V functional and the def2-TZVPD basis.

Computed properties:
- orbital gap (spin up / spin down) (eV) = 5.355 / 5.462
- E_LUMO (spin up / spin down) (eV) = 3.730 / 3.754

```
! RIJCOSX wB97M-V def2-TZVPD def2/J DEFGRID3
* xyz -1 1
C 0.90 2.36 0.00
C 1.65 2.06 1.15
C 0.17 1.44 -0.76
C 1.47 0.78 1.68
C -0.06 0.14 -0.23
C 0.66 -0.16 1.02
C -0.79 -0.81 -0.90
C -1.97 -1.57 -0.20
N 0.90 -1.48 1.20
N -0.91 -0.81 -2.31
O 1.70 -1.76 2.15
O 0.39 -2.29 0.40
H 0.94 3.31 -0.38
H 2.39 2.88 1.61
H -0.40 1.84 -1.69
H 2.03 0.36 2.54
H -2.23 -0.91 0.65
H -1.60 -2.51 0.15
H -2.86 -1.65 -0.86
H -0.55 -0.02 -2.69
H -1.84 -1.18 -2.54
*
```

Structures ranked by computed energy, the most stable listed first: (w), (x).